Density functional theory data (wB97M-V/def2-TZVPD) for 10 unconnected molecules or ions with the total composition C30H57FO30.

* SMILES string: O=C1OC[C@@H](F)O1.COC(=O)OC.COC(=O)OC.COC(=O)OC.COC(=O)OC.COC(=O)OC.COC(=O)OC.COC(=O)OC.COC(=O)OC.COC(=O)OC
* multiplicity: 1
* charge: 0
* gap between HOMO and LUMO: 10.97 eV

Structure (XYZ):
```
118
Properties=species:S:1:pos:R:3:lowdin_charge:R:1
O -8.6749 10.8752 -9.0962 0.09
C -7.7867 11.1844 -8.2776 -0.55
O -7.5302 10.5646 -7.1009 0.07
C -6.7778 11.4751 -6.3096 -0.05
C -5.9859 12.2032 -7.4054 -0.26
F -5.0690 11.3434 -7.8562 0.09
O -7.0526 12.2305 -8.3750 0.13
H -7.4219 12.2384 -5.8730 0.12
H -6.3098 10.9822 -5.4574 0.12
H -5.5352 13.1450 -7.0924 0.16
C -5.8102 16.0068 -7.4105 -0.04
O -4.4564 15.6095 -7.3297 -0.01
C -3.7693 15.9145 -6.2555 -0.62
O -4.1280 16.5121 -5.2474 0.11
O -2.5463 15.5627 -6.5493 0.02
C -1.5562 15.4964 -5.4959 0.00
H -6.4106 15.4366 -6.7016 0.07
H -6.2207 15.7584 -8.3893 0.09
H -6.0089 17.0736 -7.3083 0.11
H -0.5918 15.9151 -5.7832 0.10
H -1.4502 14.4222 -5.3444 0.08
H -1.8720 15.9523 -4.5575 0.09
C -10.9428 11.9190 -7.5258 0.00
O -11.0528 13.3210 -7.9068 -0.01
C -10.0631 14.2026 -7.5861 -0.55
O -8.9508 13.8892 -7.1643 0.09
O -10.4677 15.4485 -7.7644 0.03
C -9.5489 16.5167 -7.5825 -0.03
H -10.6972 11.5171 -8.5088 0.07
H -11.9056 11.5339 -7.1898 0.11
H -10.0928 11.7083 -6.8767 0.07
H -10.1122 17.4296 -7.3890 0.10
H -8.8831 16.6613 -8.4333 0.10
H -8.8367 16.3995 -6.7658 0.07
C -4.2688 13.4028 -9.8180 -0.05
O -3.6911 13.9776 -10.9750 -0.01
C -3.0066 15.1683 -10.8973 -0.43
O -2.7692 15.8710 -9.9348 0.13
O -2.6373 15.5333 -12.2610 -0.06
C -2.1550 16.8296 -12.5706 -0.09
H -3.6783 13.5587 -8.9152 0.09
H -4.4894 12.3705 -10.0897 0.10
H -5.2099 13.8702 -9.5282 0.08
H -1.7114 16.9428 -13.5598 0.09
H -1.2312 17.1886 -12.1170 0.08
H -2.9314 17.5567 -12.3324 0.09
C -11.7144 12.6713 -3.2193 -0.03
O -10.8086 11.9233 -4.0621 -0.03
C -10.8744 10.5715 -4.1221 -0.63
O -11.6053 9.8659 -3.4832 0.13
O -9.9506 10.1870 -4.9753 -0.03
C -9.4503 8.7935 -5.0314 0.03
H -11.9124 12.1098 -2.3063 0.09
H -12.7496 12.6183 -3.5565 0.09
H -11.4270 13.7062 -3.0337 0.10
H -9.8024 8.0211 -4.3476 0.10
H -8.3804 8.9519 -4.8961 0.08
H -9.6820 8.4892 -6.0521 0.10
C -6.5523 10.3566 -12.4514 -0.06
O -6.8294 11.6666 -12.8870 -0.03
C -5.8719 12.3973 -13.4989 -0.47
O -4.6426 12.2190 -13.4674 0.11
O -6.5334 13.6048 -13.6388 -0.03
C -5.8990 14.7568 -13.9902 -0.09
H -7.2552 10.2714 -11.6228 0.09
H -5.5904 10.1084 -12.0029 0.09
H -6.7090 9.5583 -13.1769 0.10
H -5.7559 14.9207 -15.0582 0.10
H -4.9860 14.7799 -13.3953 0.09
H -6.4714 15.6605 -13.7810 0.08
C -5.9141 5.4155 -0.4560 -0.09
O -6.5172 6.5391 -0.9746 -0.02
C -5.7186 7.5973 -1.3048 -0.51
O -4.5728 7.7602 -0.7775 0.07
O -6.4464 8.3806 -2.1162 -0.01
C -5.6487 9.3295 -2.8724 -0.02
H -5.2769 5.6329 0.4012 0.09
H -5.2310 4.9688 -1.1785 0.10
H -6.6888 4.7059 -0.1654 0.10
H -5.0060 10.0320 -2.3418 0.09
H -6.2403 9.9528 -3.5430 0.06
H -5.0791 8.5928 -3.4388 0.10
C -7.5486 15.3740 -3.9876 0.00
O -8.2110 14.8276 -2.7803 -0.01
C -7.9579 13.5331 -2.4135 -0.56
O -7.3779 12.7327 -3.0755 0.12
O -8.5782 13.2114 -1.2249 -0.03
C -8.7918 11.8171 -0.9131 -0.03
H -7.4809 14.4960 -4.6298 0.07
H -6.5014 15.6317 -3.8289 0.07
H -8.0612 16.1901 -4.4968 0.09
H -9.5278 11.7212 -0.1149 0.10
H -7.8352 11.4401 -0.5513 0.09
H -9.1902 11.1988 -1.7175 0.09
C -10.0464 16.5074 -14.2731 -0.07
O -10.3582 15.2800 -13.6192 -0.03
C -9.5512 14.9279 -12.5044 -0.50
O -8.4768 15.4389 -12.1945 0.09
O -10.1348 13.9122 -11.8864 0.02
C -9.4283 13.1838 -10.9291 -0.03
H -8.9822 16.6982 -14.1344 0.08
H -10.6562 17.3151 -13.8682 0.09
H -10.3936 16.5894 -15.3030 0.09
H -9.8822 12.2536 -10.5874 0.09
H -8.9592 13.8810 -10.2349 0.10
H -8.6473 12.7247 -11.5352 0.09
C -2.3059 11.3795 -5.0386 -0.04
O -2.5119 12.6371 -4.5008 -0.02
C -3.5951 12.8220 -3.7469 -0.53
O -4.5823 12.0534 -3.6210 0.07
O -3.4078 13.9435 -3.0981 0.02
C -4.2800 14.3695 -2.0856 -0.02
H -2.4569 10.5231 -4.3814 0.11
H -1.3040 11.4268 -5.4653 0.11
H -3.0484 11.3110 -5.8337 0.09
H -3.6794 14.7742 -1.2710 0.10
H -4.9095 13.5987 -1.6410 0.10
H -4.8313 15.2437 -2.4319 0.09
```

Density functional theory data (wB97M-V/def2-TZVPD) for 3 unconnected molecules or ions with the total composition C30H58BrF7N4O12PS2.

* multiplicity: 1
* charge: +1
* gap between HOMO and LUMO: 6.79 eV

Structure (XYZ):
```
115
Properties=species:S:1:pos:R:3:lowdin_charge:R:1
C -0.4298 3.7995 1.6041 -0.08
C -1.3495 3.1720 2.8521 -0.22
O -1.5506 1.7196 2.7525 -0.25
C -0.5314 0.9515 3.4784 -0.15
C 0.6302 0.2668 2.5428 -0.13
O 0.4180 -1.1239 2.1709 -0.16
N 0.0144 -1.3377 0.9248 -0.20
C -1.1547 -0.5099 0.4768 -0.16
C -1.7679 -1.2814 -0.8772 -0.46
P -3.5124 -0.5563 -1.1209 0.51
S -3.8302 1.1287 -0.1121 0.28
S -2.1768 -2.9733 -0.2719 0.88
O -1.0604 -4.0712 -0.4874 -0.34
O -3.3165 -3.5826 -1.1994 -0.37
C -2.8408 -3.2356 1.4224 -0.23
F -2.6960 -4.7476 1.5930 0.01
F -2.0013 -2.7713 2.5770 0.00
C -4.3767 -2.9895 1.8122 -0.09
F -5.4151 -3.3935 0.7913 0.03
F -4.6563 -3.9938 2.9218 0.04
C -4.8911 -1.5870 2.4185 -0.14
F -3.9146 -0.6142 2.9117 0.05
F -5.8450 -0.8224 1.5259 -0.01
F -5.7675 -1.8776 3.6224 0.04
N -0.7486 -1.0627 -2.0195 -0.14
C -1.1097 0.1850 -2.8503 -0.20
N -1.2744 1.4953 -2.1371 0.01
C -0.6408 -2.1756 -3.0000 -0.10
C -0.6479 -2.1277 -4.5981 -0.28
O -1.9680 -1.7675 -5.2471 -0.10
C 0.5424 -1.4797 -5.4934 -0.20
N 1.8146 -2.3527 -5.4178 -0.01
C 0.6588 -0.7333 -1.4693 -0.15
C 1.8986 -0.8881 -2.5307 -0.13
C 3.3422 -0.2628 -1.9389 -0.12
C 4.1241 0.6643 -3.0839 -0.20
O 3.9999 2.0645 -2.6512 -0.24
C 2.8083 2.6939 -3.2418 -0.11
C 1.1116 -1.4676 -0.0896 -0.18
C 1.8718 -2.9039 -0.2164 -0.16
C 2.2979 -3.5976 1.2401 -0.67
C 3.2711 -2.5880 2.1524 -0.12
Br 0.8239 -4.4577 2.2466 0.70
H 0.2258 4.6976 2.0230 0.09
H 0.2074 2.9892 1.0513 0.05
H -1.1203 4.2957 0.7668 0.07
H -0.9810 3.5568 3.8938 0.13
H -2.4259 3.6631 2.6906 0.14
H -1.0939 0.0569 4.0177 0.15
H -0.0665 1.6290 4.3395 0.15
H 0.8755 0.9983 1.6314 0.13
H 1.6262 0.2921 3.2029 0.15
H -0.9583 0.6288 0.3103 0.11
H -1.9890 -0.5888 1.2850 0.10
H -3.9172 -0.2864 -2.4718 0.01
H -4.5949 -1.4148 -0.6076 0.02
H -0.2638 0.4417 -3.6534 0.15
H -2.0711 0.0622 -3.5018 0.14
H -1.9656 2.1378 -2.5832 0.07
H -0.3670 2.0477 -2.1223 0.10
H 0.1442 -3.0120 -2.6605 0.16
H -1.6815 -2.7711 -2.9259 0.15
H -0.5787 -3.2980 -4.9080 0.19
H -2.6423 -2.4780 -5.0371 0.12
H 0.1961 -1.6091 -6.6318 0.15
H 0.7536 -0.3431 -5.3753 0.10
H 2.6334 -1.7728 -5.1309 0.06
H 1.5844 -3.0735 -4.7002 0.06
H 0.7823 0.4268 -1.1979 0.17
H 2.1544 -1.9895 -2.8304 0.11
H 1.7829 -0.1578 -3.4702 0.08
H 3.1788 0.4225 -1.0045 0.12
H 4.1181 -1.1342 -1.6876 0.12
H 3.7689 0.4473 -4.1774 0.13
H 5.2796 0.3900 -3.0201 0.15
H 3.1753 3.5299 -3.9790 0.12
H 2.1214 1.9626 -3.8442 0.08
H 2.1586 3.2134 -2.4136 0.10
H 1.9765 -0.7765 0.3758 0.15
H 1.4213 -3.6656 -0.9813 0.11
H 2.9542 -2.6671 -0.6715 0.11
H 3.0408 -4.4783 0.9203 0.11
H 2.6797 -2.2272 3.0946 0.06
H 4.1729 -3.2567 2.5571 0.11
H 3.6626 -1.7359 1.4531 0.08
C -4.3377 7.8463 -5.2270 -0.07
C -3.1974 8.1629 -4.2744 -0.21
O -3.3590 7.4723 -3.0288 0.03
C -3.0558 6.1496 -3.0464 -0.55
O -2.6600 5.5152 -4.0098 0.10
O -3.2976 5.6479 -1.8090 0.00
C -3.1204 4.2367 -1.7165 -0.10
H -5.3023 8.0544 -4.7543 0.08
H -4.2546 8.4405 -6.1411 0.08
H -4.3437 6.7885 -5.5068 0.07
H -3.2049 9.2337 -4.0458 0.13
H -2.2220 7.9353 -4.7193 0.12
H -2.1291 3.9348 -2.0696 0.07
H -3.9051 3.7258 -2.2832 0.10
H -3.2120 3.9510 -0.6647 0.05
C 6.2374 -2.0648 7.8383 -0.07
C 5.5334 -3.3777 8.1364 -0.21
O 4.1118 -3.2013 8.1842 0.03
C 3.4944 -3.0748 6.9823 -0.55
O 4.0349 -3.1045 5.8894 0.10
O 2.1708 -2.8802 7.2096 0.00
C 1.4163 -2.6248 6.0276 -0.06
H 5.9343 -1.2950 8.5542 0.08
H 7.3227 -2.1879 7.8873 0.08
H 5.9811 -1.6901 6.8427 0.07
H 5.8411 -3.7359 9.1243 0.13
H 5.8027 -4.1558 7.4132 0.13
H 1.5693 -3.4089 5.2791 0.07
H 1.6834 -1.6443 5.6210 0.09
H 0.3566 -2.6098 6.2976 0.10
```

Density functional theory data (wB97M-V/def2-TZVPD) for 2 unconnected molecules or ions with the total composition C30H58N4O2S2.

* multiplicity: 2
* charge: +1
* ⟨S²⟩: 0.75
* gap between HOMO and LUMO (alpha / beta): 8.13 / 8.24 eV

Structure (XYZ):
```
96
Properties=species:S:1:pos:R:3:lowdin_charge:R:1
C 0.7056 -1.9569 4.6637 -0.16
C 0.6784 -1.7691 3.1311 -0.55
S -0.9031 -2.2868 2.3984 0.87
C -0.5871 -3.3312 0.9237 -0.40
C -0.3492 -2.4799 -0.3850 -0.43
C 1.0557 -1.8412 -0.2116 -0.15
C 1.7548 -1.4287 -1.5278 -0.18
C 3.1251 -2.1082 -1.7602 -0.20
C 4.0848 -2.0426 -0.5603 -0.19
C 4.6529 -3.4686 -0.2880 -0.21
C 5.4989 -3.9899 -1.4567 -0.26
C 6.8093 -3.2038 -1.6783 -0.43
S 6.6657 -1.9297 -3.0012 0.98
C 6.9662 -0.4437 -2.1168 -0.71
N 6.1177 0.5105 -1.9609 0.04
N 6.7478 1.4397 -1.1930 0.04
C 7.9181 1.0015 -0.9322 -0.18
O 8.1429 -0.2095 -1.4910 0.05
C -0.4213 -3.5022 -1.5603 -0.06
C -1.2059 -3.0260 -2.8072 -0.45
C -2.6021 -3.7208 -2.8929 -0.01
C -0.4126 -3.5558 -4.0389 -0.03
N -1.2651 -1.5597 -2.9583 -0.13
O -1.8021 -1.1852 -4.0608 0.01
C -1.8607 -0.8506 -1.8076 -0.45
C -3.3940 -0.6814 -1.8688 -0.03
C -1.2709 0.5929 -1.8460 -0.02
C -1.5001 -1.4382 -0.4200 -0.12
H 1.3719 -1.2061 5.0990 0.07
H -0.2818 -1.8382 5.1145 0.06
H 1.1282 -2.9378 4.8887 0.07
H 0.8793 -0.7101 2.9289 0.06
H 1.4923 -2.3282 2.6607 0.07
H 0.2856 -3.9491 1.1508 0.09
H -1.5022 -3.9085 0.7758 0.08
H 1.6625 -2.6180 0.2744 0.10
H 1.0277 -1.0105 0.5005 0.10
H 1.9585 -0.3492 -1.4739 0.11
H 1.1536 -1.5840 -2.4263 0.09
H 2.9131 -3.1552 -2.0244 0.10
H 3.5485 -1.6658 -2.6682 0.10
H 3.5997 -1.6815 0.3532 0.10
H 4.9366 -1.3831 -0.7398 0.07
H 3.7692 -4.1174 -0.2056 0.10
H 5.1801 -3.5001 0.6710 0.11
H 5.7753 -5.0260 -1.2207 0.11
H 4.9328 -4.0263 -2.3926 0.10
H 7.6304 -3.8569 -1.9777 0.07
H 7.1062 -2.7487 -0.7286 0.09
H 8.5994 1.5656 -0.3156 0.13
H 0.5922 -3.7775 -1.8687 0.11
H -0.9106 -4.4061 -1.1872 0.12
H -2.9211 -4.1312 -1.9318 0.08
H -2.5209 -4.5561 -3.5939 0.08
H -3.3521 -3.0572 -3.3288 0.08
H -0.3627 -4.6436 -3.9098 0.09
H 0.6254 -3.2097 -3.9896 0.08
H -0.9035 -3.3191 -4.9805 0.09
H -3.7464 -0.2166 -2.7891 0.09
H -3.8900 -1.6331 -1.6554 0.08
H -3.6690 -0.0304 -1.0275 0.07
H -0.2319 0.5496 -1.5049 0.07
H -1.8668 1.2792 -1.2328 0.06
H -1.2791 0.9837 -2.8679 0.09
H -2.3918 -1.8842 0.0373 0.11
H -1.2228 -0.5953 0.2174 0.09
C -3.4028 7.3108 1.5412 -0.09
C -2.0146 6.6777 1.4792 -0.25
C -1.9219 5.4516 0.5660 -0.17
C -2.8903 4.2916 0.7681 -0.11
N -2.7761 3.4971 2.0514 -0.24
C -3.3094 4.2065 3.2802 -0.09
C -4.8063 4.0132 3.2144 -0.15
C -4.9404 2.5573 2.7883 -0.13
C -3.7027 2.2666 1.9337 -0.07
C -1.3674 3.0501 2.2691 0.03
H -4.1922 6.5854 1.7475 0.05
H -3.4407 8.0630 2.3288 0.08
H -3.6430 7.8042 0.5989 0.09
H -1.6566 6.4332 2.4829 0.09
H -1.3136 7.4269 1.1084 0.12
H -0.8942 5.0820 0.5777 0.11
H -2.0828 5.7961 -0.4595 0.13
H -2.6954 3.5718 -0.0277 0.13
H -3.9287 4.6041 0.6689 0.13
H -2.8903 3.7012 4.1502 0.15
H -3.0056 5.2463 3.2916 0.11
H -5.2563 4.6752 2.4734 0.11
H -5.2884 4.2164 4.1682 0.13
H -5.8649 2.3763 2.2441 0.12
H -4.9469 1.9033 3.6597 0.12
H -3.9446 2.1074 0.8867 0.12
H -3.1689 1.3980 2.3119 0.13
H -0.7492 3.9246 2.4523 0.11
H -1.0347 2.5129 1.3830 0.11
H -1.3367 2.3969 3.1372 0.11
```

Density functional theory data (wB97M-V/def2-TZVPD) for 4 unconnected molecules or ions with the total composition C30H59BFN5O10S.

* SMILES string: CCCN[C@]1(OC(=O)c2ccccc2)[C@H](CCN)C(=O)O[C@]1(B(O)CC)S(=O)(=O)F.COC[C@@H](C)N.COC[C@@H](C)N.COC[C@@H](C)N
* multiplicity: 1
* charge: 0
* gap between HOMO and LUMO: 9.14 eV

Structure (XYZ):
```
107
Properties=species:S:1:pos:R:3:lowdin_charge:R:1
C 0.6309 -3.2140 4.1799 -0.11
C 1.8039 -3.4311 3.1997 -0.21
C 2.7588 -2.2062 3.1086 -0.17
N 2.8537 -1.8014 1.6869 0.07
C 3.2258 -0.4445 1.4445 -0.36
O 2.5505 0.5560 2.1848 0.08
C 1.1853 0.4961 2.1500 -0.37
O 0.5257 -0.0478 1.2997 0.17
C 0.5030 1.2336 3.2829 -0.13
C -0.0078 0.5838 4.3726 -0.03
C -0.5853 1.3608 5.3559 -0.09
C -0.6323 2.7186 5.2437 -0.08
C -0.1302 3.3659 4.1401 -0.06
C 0.4454 2.6010 3.1573 -0.03
C 3.2669 -0.3151 -0.1050 -0.09
C 2.2630 -1.1598 -0.9470 -0.13
C 1.5617 -0.2878 -2.0095 -0.27
N 2.4911 0.2875 -3.0045 0.02
C 4.6663 -0.8597 -0.4850 -0.39
O 5.1262 -1.1846 -1.5428 0.17
O 5.3923 -0.8875 0.6960 0.04
C 4.7590 -0.0454 1.6468 -0.25
B 5.1925 1.4636 1.2390 -0.45
O 6.1096 1.6436 0.2399 0.20
C 4.6558 2.7715 1.9587 -0.12
C 3.5707 3.4854 1.0849 -0.09
S 5.4945 -0.3005 3.2885 0.70
O 6.1467 -1.5564 3.2713 -0.22
O 4.5772 -0.0774 4.3424 -0.21
F 6.6374 0.7880 3.3891 -0.12
H 0.8865 -2.5590 5.0183 0.06
H 0.2275 -4.1562 4.5605 0.07
H -0.1896 -2.7495 3.6179 0.07
H 1.3669 -3.5819 2.2070 0.10
H 2.3363 -4.3556 3.4423 0.10
H 2.3570 -1.4244 3.7543 0.10
H 3.7374 -2.5143 3.4913 0.11
H 3.5106 -2.4443 1.2595 0.15
H 0.0359 -0.4958 4.4448 0.10
H -0.9813 0.8781 6.2437 0.11
H -1.0660 3.3295 6.0292 0.11
H -0.1446 4.4439 4.0362 0.11
H 0.8565 3.0763 2.2720 0.11
H 3.1497 0.6911 -0.5286 0.15
H 2.7380 -1.9678 -1.5135 0.12
H 1.4626 -1.6177 -0.3676 0.10
H 0.8567 -0.9621 -2.5251 0.08
H 0.9419 0.4611 -1.4975 0.11
H 3.4628 0.1642 -2.7386 0.04
H 2.3241 1.2881 -3.0187 0.06
H 5.8368 2.3503 -0.3558 0.13
H 5.4633 3.4927 2.1186 0.11
H 4.1996 2.5612 2.9319 0.10
H 3.0480 2.7901 0.4160 0.06
H 3.9945 4.2970 0.4865 0.08
H 2.7999 3.9445 1.7097 0.06
C -2.8487 -2.3776 -5.7891 -0.11
O -3.2445 -2.5142 -4.4391 -0.19
C -2.9418 -3.7624 -3.8521 -0.21
C -1.4913 -3.8571 -3.3524 -0.43
C -0.4729 -4.0699 -4.4681 -0.07
N -1.1089 -2.6680 -2.5841 0.05
H -2.9424 -3.3125 -6.3497 0.09
H -1.8227 -2.0065 -5.8386 0.06
H -3.4953 -1.6322 -6.2540 0.08
H -3.6085 -3.8543 -2.9901 0.12
H -3.1917 -4.5905 -4.5286 0.12
H -1.4305 -4.7270 -2.6907 0.13
H -0.2893 -3.1604 -5.0396 0.06
H 0.4846 -4.3814 -4.0491 0.08
H -0.8034 -4.8488 -5.1592 0.08
H -1.7289 -2.5826 -1.7824 0.08
H -1.3345 -1.8529 -3.1525 0.06
C -1.7057 2.3315 -8.2727 -0.11
O -0.4629 2.3121 -7.5951 -0.19
C -0.4828 2.8628 -6.2916 -0.21
C -0.9718 1.8997 -5.1979 -0.43
C -2.4853 1.7087 -5.1849 -0.07
N -0.3305 0.5863 -5.3006 0.05
H -2.2943 3.2177 -8.0189 0.09
H -2.2798 1.4271 -8.0573 0.07
H -1.5005 2.3457 -9.3432 0.09
H 0.5560 3.1227 -6.0701 0.12
H -1.0500 3.8029 -6.2788 0.12
H -0.6925 2.3383 -4.2344 0.13
H -2.8284 1.0665 -5.9962 0.06
H -2.7976 1.2375 -4.2523 0.08
H -3.0038 2.6670 -5.2641 0.08
H 0.6771 0.6993 -5.2108 0.06
H -0.4517 0.2654 -6.2585 0.07
C -6.0211 2.5006 4.6622 -0.11
O -4.7130 2.1289 5.0557 -0.19
C -4.5896 0.8086 5.5509 -0.21
C -4.4533 -0.2735 4.4669 -0.43
C -5.7701 -0.6139 3.7765 -0.07
N -3.4657 0.0951 3.4489 0.06
H -6.7839 2.0367 5.2939 0.09
H -6.1983 2.2467 3.6145 0.08
H -6.1022 3.5835 4.7583 0.09
H -3.6707 0.8062 6.1439 0.11
H -5.4098 0.5789 6.2439 0.12
H -4.1035 -1.1840 4.9639 0.13
H -6.0748 0.1535 3.0651 0.06
H -5.6721 -1.5452 3.2181 0.08
H -6.5742 -0.7449 4.5044 0.08
H -2.5642 0.2286 3.8995 0.04
H -3.7078 1.0255 3.1166 0.07
```

What is the formula in the third record? C30H58N4O2S2